This record from OMol25 describes a single C5H9N3 molecule in a non-equilibrium geometry. The level of theory is the ωB97M-V functional and the def2-TZVPD basis.

Structure (ORCA input):
```
! wB97M-V def2-TZVPD RIJCOSX def2/J DEFGRID3
* xyz 0 1
C 2.096 0.257 -0.292
C 0.864 0.981 0.320
C -0.554 0.389 -0.281
C -1.802 1.149 -0.064
C -2.668 -0.045 0.175
H 0.976 -1.455 0.065
H 2.893 -1.581 0.037
H 3.071 0.617 -0.177
H 2.011 -0.068 -1.461
H 0.917 2.253 0.106
H 0.823 0.862 1.547
H -1.937 2.167 -0.032
H -3.747 -0.024 0.129
H -2.422 -2.180 -0.385
N 2.037 -1.077 0.345
N -1.927 -1.301 0.078
N -0.630 -0.945 -0.108
*
```

For the HOMO-LUMO gap, the calculation gives 8.71 eV. As for the HOMO energy: -0.29394 hartree. Its SMILES is NCCc1cc[nH]n1.

The molecule's Löwdin atomic charges, reported in e, are given here:
1 C -0.3495
2 C -0.1531
3 C -0.2682
4 C 0.0222
5 C -0.0539
6 H 0.0832
7 H 0.0562
8 H 0.0618
9 H 0.1376
10 H 0.1498
11 H 0.1515
12 H 0.0557
13 H 0.0792
14 H 0.2039
15 N -0.1136
16 N -0.0283
17 N -0.0345